{"formula": "C46H77Cl18N13O28", "method": "wB97M-V/def2-TZVPD", "homo_ev": -7.53, "e_lumo_ev": -0.797, "spin_multiplicity": 1, "homo_lumo_gap_ev": 6.7320, "total_energy_ha": -12899.2055, "species": ["N", "Cl", "H", "H", "C", "O", "H", "H", "H", "O", "C", "H", "H", "H", "N", "H", "C", "N", "H", "H", "O", "H", "H", "H", "O", "C", "O", "Cl", "H", "N", "C", "C", "Cl", "H", "H", "O", "C", "H", "O", "H", "O", "H", "N", "C", "H", "C", "H", "H", "C", "C", "H", "H", "O", "H", "N", "C", "O", "C", "O", "H", "C", "O", "H", "Cl", "N", "H", "Cl", "H", "Cl", "C", "C", "O", "N", "C", "C", "N", "C", "O", "Cl", "H", "C", "H", "C", "C", "H", "H", "O", "H", "C", "Cl", "O", "H", "C", "H", "H", "H", "C", "C", "O", "H", "H", "O", "O", "H", "C", "Cl", "C", "C", "H", "C", "N", "C", "C", "C", "H", "C", "H", "C", "Cl", "H", "H", "H", "O", "Cl", "Cl", "O", "C", "O", "C", "H", "Cl", "H", "H", "H", "C", "O", "Cl", "C", "C", "C", "H", "H", "O", "O", "H", "H", "H", "H", "C", "O", "C", "H", "H", "Cl", "H", "C", "O", "H", "H", "H", "H", "H", "H", "N", "H", "C", "H", "H", "C", "H", "H", "Cl", "H", "H", "O", "N", "Cl", "N", "Cl", "H", "H", "H"], "coordinates": [[21.049, 1.069, 2.021], [16.624, 11.293, 5.814], [16.348, 0.795, 4.136], [13.069, -3.760, -1.653], [15.608, -1.444, -1.266], [23.047, 4.755, 3.874], [22.189, 7.276, 3.839], [20.981, 3.384, 12.648], [12.357, 7.019, -6.490], [21.025, 0.237, 1.113], [17.093, -0.801, 0.777], [17.148, 1.421, 11.778], [16.596, -0.139, 5.512], [14.841, -3.798, -1.240], [14.412, 0.756, 9.403], [21.545, 8.432, 4.953], [13.203, 8.029, -2.887], [22.442, 4.668, 2.744], [13.774, 3.659, 4.377], [11.878, 4.406, 0.245], [21.211, 4.436, 2.734], [22.275, 6.793, 5.539], [17.177, 6.165, 4.685], [15.952, -4.367, 4.400], [19.480, 7.194, 4.001], [13.743, 5.159, -0.514], [12.481, -1.978, 7.075], [16.304, 8.536, 6.701], [12.826, 2.874, 1.927], [20.258, 6.795, 4.823], [12.956, 4.360, 0.301], [16.553, 5.284, 4.640], [16.923, 4.440, 10.332], [15.497, -2.679, 3.939], [17.879, -1.490, 0.467], [9.885, 1.744, 5.193], [13.939, 7.483, -5.123], [19.036, 0.940, 2.077], [17.621, -1.882, 4.140], [17.821, 3.760, 5.673], [18.197, -3.465, 2.739], [7.419, 6.322, -0.964], [15.283, 5.143, 4.135], [15.721, 1.850, 5.811], [24.053, 5.323, 1.589], [8.519, 6.638, 3.971], [12.292, 7.285, 8.798], [18.048, 0.596, 9.844], [20.564, 2.576, 10.663], [15.679, 4.322, 0.624], [15.761, 5.503, -1.097], [13.003, 2.351, 9.271], [10.096, 2.014, 7.441], [10.473, -2.629, 8.681], [9.503, 6.373, -0.778], [14.805, 3.947, 4.517], [10.059, 7.025, 0.070], [14.451, 6.213, 3.631], [14.336, 0.534, 8.243], [17.766, 1.136, 5.236], [13.695, -0.889, -3.907], [11.329, -0.431, 3.551], [15.349, 2.767, 2.065], [19.007, 9.599, 6.050], [17.172, -2.597, 7.268], [20.220, 1.392, 8.937], [16.863, 9.229, -0.205], [15.182, -2.019, 6.894], [10.376, 2.644, 6.226], [18.665, 1.309, 10.371], [12.476, -0.541, -3.036], [11.783, 2.821, 6.085], [14.221, -1.959, -1.771], [15.641, -1.101, 0.235], [17.852, 8.879, 1.213], [17.397, -2.915, 3.463], [16.913, 4.058, 5.170], [13.695, 0.078, 3.289], [17.407, 10.433, 8.387], [11.503, -1.023, -3.132], [13.885, -3.293, -1.102], [16.736, 4.187, 0.798], [19.799, 1.326, 2.753], [12.664, 7.403, -5.528], [19.752, 0.868, 3.741], [12.238, 0.507, -3.218], [17.988, -1.628, 7.370], [13.476, 8.135, -1.847], [17.383, 9.949, 6.720], [16.980, 7.209, 9.755], [15.209, 0.175, 10.181], [14.686, 6.489, 2.603], [10.829, -1.600, 8.633], [14.453, 7.102, 4.261], [13.149, -0.147, -0.904], [15.545, -3.327, 8.126], [18.187, 1.688, 11.660], [13.807, 2.015, 9.925], [12.486, -0.851, 1.560], [14.466, -0.118, -3.926], [10.091, -0.805, 8.734], [17.340, -3.728, 6.869], [22.069, 1.613, 2.470], [14.735, 7.313, -5.833], [15.111, 5.128, -0.320], [17.041, 7.531, 1.977], [13.190, 10.377, 2.516], [19.085, 2.437, 12.546], [15.949, -0.614, -1.884], [12.984, -0.931, -1.643], [15.770, 3.189, 5.149], [17.978, 5.825, 10.452], [21.699, 7.363, 4.810], [15.747, -2.314, 7.779], [19.796, 2.401, 2.937], [14.858, 3.449, 1.386], [8.205, 4.702, -0.549], [11.653, 7.370, 7.919], [19.414, 5.523, 9.469], [13.570, 1.825, 10.972], [14.637, 2.714, 9.825], [15.759, -1.496, 8.499], [9.183, 8.095, 5.626], [12.624, -0.819, 2.979], [11.642, 9.709, 2.995], [12.176, 7.264, 5.676], [14.279, 7.831, -3.781], [9.859, 6.217, -1.966], [11.862, 7.953, -3.308], [13.267, 5.701, -1.317], [17.910, 10.326, 2.268], [15.689, -3.959, 2.703], [23.243, 3.884, 1.016], [13.517, -1.063, -4.968], [16.050, -3.575, 3.657], [13.246, 5.966, 7.096], [19.506, 8.309, 0.748], [20.282, 2.866, 12.008], [23.071, 4.895, 1.386], [8.194, 5.784, -0.417], [10.669, 7.367, -4.926], [21.481, 3.036, 10.325], [12.864, -2.073, 3.628], [10.609, -0.878, 6.447], [15.274, 8.094, -3.453], [15.339, -2.147, -3.514], [13.702, -2.994, -3.668], [14.962, -0.254, 0.334], [13.474, 3.473, 1.304], [19.948, 6.208, 5.848], [14.266, -2.128, -3.321], [18.761, 2.664, 13.551], [8.018, 5.863, 0.656], [13.992, 9.445, 1.258], [15.236, -1.937, 0.804], [16.707, 0.887, 5.161], [8.011, 8.930, 3.986], [17.113, -0.757, 1.866], [8.002, 5.794, 4.427], [12.068, -1.327, -1.205], [17.257, 0.210, 0.404], [8.145, 6.770, 2.956], [22.493, 5.591, 0.779], [12.440, 6.842, 6.836], [9.564, 6.329, 3.936], [19.823, 1.753, 9.875], [11.063, 8.139, -2.605], [13.662, -3.008, -0.073], [11.679, 7.571, -4.600], [11.735, -1.427, 9.215], [14.670, 1.569, 5.739], [18.399, 6.254, 12.160], [11.145, 8.292, 7.637], [13.422, 5.856, 3.579], [9.625, 3.839, 6.142], [11.343, -1.454, 7.248], [12.920, 12.065, 1.970], [8.527, 7.988, 4.592], [14.121, 10.308, 4.018], [15.833, 2.136, 6.857], [16.307, -2.260, -1.452], [10.867, 6.623, 8.034]], "forces_ev_per_a": [[1.8, -1.3, 0.8], [0.4, -0.4, -0.1], [0.4, 0.2, -0.3], [0.1, 0.1, 0.3], [-0.3, -0.5, 0.6], [-0.8, -0.2, -4.3], [-0.5, -0.3, -0.1], [0.1, 0.2, -0.2], [0.3, 0.2, -0.3], [0.1, 1.4, 0.8], [-1.4, 0.7, -0.7], [0.0, -0.1, 1.0], [0.0, 0.2, 0.5], [-0.4, -0.7, 0.5], [2.4, 0.5, 2.1], [0.2, -0.2, 0.6], [0.8, -0.2, -0.4], [-2.3, 0.2, 3.6], [0.0, -0.2, 0.0], [-0.2, 0.1, -0.3], [2.5, 0.5, -0.5], [-0.3, 0.5, 0.1], [-0.3, 0.1, -0.5], [0.9, 0.3, 0.2], [-0.2, -0.2, -0.9], [-0.6, -0.8, 0.5], [-2.1, 1.3, -0.4], [0.3, -0.2, -0.8], [0.0, -0.2, 0.0], [1.2, 1.0, 1.7], [-0.4, -0.7, 1.5], [1.2, -2.2, 0.5], [0.0, -0.4, 0.4], [-0.8, -0.6, 0.1], [-0.2, 0.0, -0.3], [0.7, 0.9, -0.2], [3.1, 0.9, 1.2], [-0.3, 0.3, 0.5], [-0.4, -1.9, -1.6], [-0.1, 0.1, -0.1], [-0.1, 0.5, -0.1], [0.2, -0.3, -0.1], [-0.1, -0.4, 1.6], [-0.6, 1.2, 0.0], [-0.1, 0.0, 0.0], [0.5, -0.5, -1.4], [-0.3, 0.7, 0.0], [-0.1, 0.1, -0.3], [1.9, 1.4, 1.5], [-0.8, -1.8, 1.3], [0.1, 0.8, 0.2], [-0.1, -0.3, 0.2], [0.0, -0.8, 3.5], [-0.1, 0.3, 0.4], [-0.4, -0.2, -1.7], [0.9, -1.4, 0.7], [0.6, 0.0, -0.2], [-1.1, 0.3, -0.7], [-0.6, -0.7, -1.6], [-0.2, 0.3, 0.0], [-0.6, -0.1, -1.0], [1.7, 0.9, -1.2], [0.0, -0.1, 0.2], [-0.8, 0.1, 0.4], [-0.1, 2.9, 1.2], [-0.1, 0.2, -0.2], [0.6, 0.4, -0.5], [-0.2, -0.2, 0.1], [-1.9, -3.3, -3.0], [-2.9, -0.8, 2.3], [1.2, 0.7, -0.1], [1.5, 1.1, -0.2], [-2.1, 1.1, -1.0], [0.4, -0.5, -0.2], [0.1, -0.1, -0.1], [0.6, -0.2, 1.9], [-1.6, 0.1, 0.2], [1.0, 1.0, 0.2], [0.7, 0.4, 0.7], [0.4, -0.6, -1.0], [1.0, 1.7, -0.5], [0.2, 0.4, -0.4], [-0.6, 0.6, -0.4], [-1.0, -1.2, -0.3], [0.5, -0.5, -0.3], [0.2, 0.2, 0.7], [-1.4, -3.1, -0.8], [-0.3, 0.5, 0.2], [-0.6, 0.2, -0.2], [1.0, -0.6, 0.5], [-1.6, 0.5, -0.9], [0.4, -0.1, 0.1], [0.6, 0.6, -0.6], [0.2, -0.2, 0.1], [0.9, 0.2, -0.4], [-0.9, 0.5, 0.3], [2.3, 0.8, -0.6], [0.0, -0.2, 0.0], [0.5, -0.9, -2.2], [-0.3, 0.4, 0.5], [-0.1, -0.4, 0.3], [1.1, 0.8, -0.3], [-1.1, -0.6, -1.1], [0.2, 0.0, -0.1], [0.7, -0.1, -1.4], [0.1, -0.2, 0.6], [-0.5, 0.3, 0.5], [-2.4, -1.5, -1.9], [-0.5, 0.2, -0.1], [-0.6, 0.3, 1.0], [0.5, 3.7, -1.8], [-0.6, 1.0, -0.2], [-0.6, -0.6, -0.6], [1.4, -0.6, -0.6], [-0.3, 0.0, -0.3], [0.3, 0.5, 0.2], [0.0, 0.2, -0.8], [-0.9, -0.5, 0.8], [-0.3, 0.5, 0.3], [-0.2, 0.3, -0.2], [-0.1, 0.1, 0.2], [0.1, -0.4, 0.0], [-0.9, 0.1, -0.8], [-4.2, 0.5, 3.6], [-0.6, -0.3, -0.6], [0.9, -0.9, 2.3], [-2.2, 0.2, -0.6], [-0.3, 0.1, 2.2], [1.9, 0.0, 1.0], [0.1, 0.2, 0.0], [0.2, -0.8, -0.4], [0.3, 0.1, 0.0], [-0.4, 0.2, -0.4], [-0.4, -0.1, 0.0], [-0.7, 1.6, -0.4], [-0.1, 0.6, -0.4], [-0.7, 0.7, 0.1], [-0.7, -0.5, -0.4], [1.3, -0.2, 1.5], [-0.5, -0.7, 1.0], [-0.3, 0.2, -0.1], [0.2, -0.2, -0.4], [1.6, -1.5, -1.1], [2.1, -1.4, 1.1], [0.2, -0.5, -0.1], [-0.2, -0.8, -0.4], [0.3, -0.2, 0.5], [0.2, 0.1, 0.7], [0.5, 1.6, -1.8], [0.1, -0.4, -0.7], [1.3, 0.2, 1.1], [0.1, 0.1, 0.1], [0.3, 0.6, -0.1], [-0.3, 0.1, 0.2], [-0.2, 0.1, 0.0], [-1.0, -0.4, -0.1], [0.4, -1.2, 0.7], [-0.3, 0.0, -0.1], [-0.3, 0.7, 0.8], [0.8, -1.3, 0.6], [0.8, 0.0, 0.1], [0.0, 0.1, 0.2], [-0.3, -0.6, 0.2], [-0.1, 0.1, -3.3], [0.0, 0.1, 0.0], [1.5, 0.1, -0.8], [0.0, -0.2, -0.2], [-0.2, -0.7, 0.0], [-2.5, 0.2, -0.3], [-0.4, -0.3, 0.5], [0.1, -0.5, -0.3], [-0.2, -0.4, -1.1], [0.6, 0.1, 0.2], [0.0, 0.0, 0.3], [-0.1, 2.6, -0.1], [0.3, -0.1, -1.2], [0.4, -0.5, 0.2], [0.5, 0.6, 0.7], [0.7, 0.4, -0.2], [0.5, -0.6, 0.1], [-0.2, -0.2, -0.2], [-0.1, -0.1, 0.1]]}